Entry 1:
# C13H17N2

A gas-phase ion, C13H17N2 (charge +1) at a distorted geometry (ωB97M-V/def2-TZVPD, the OMol25 dataset).

Structure (XYZ):
```
32
Properties=species:S:1:pos:R:3:mulliken_charge:R:1
N -2.056 0.992 1.426 -0.650
N 0.045 1.440 -0.140 -0.007
C 3.704 0.380 0.211 -0.355
C 1.844 -0.821 -0.888 -0.810
C 3.392 -0.154 1.408 -0.462
C -1.021 1.016 -0.706 0.271
C -1.039 0.769 -2.147 -1.748
C -2.837 -0.663 -0.374 -0.846
C 0.061 -1.574 0.539 0.199
C -2.319 -1.836 0.036 -0.035
C -1.049 -2.258 0.562 -0.940
C -2.270 0.750 0.041 0.562
C 1.299 -1.209 0.444 0.408
C 2.108 -0.870 1.648 -0.509
C 2.804 0.144 -0.996 -0.720
H -2.961 -2.701 -0.228 0.342
H 2.980 0.605 -1.985 0.448
H -0.170 1.630 0.932 0.346
H -0.375 1.603 -2.428 0.436
H -2.326 1.877 1.644 0.197
H -2.485 0.338 2.080 0.250
H 0.897 1.461 -0.676 0.153
H 4.183 0.005 2.181 0.340
H 1.186 -1.229 -1.566 0.805
H -0.905 -3.257 0.753 0.492
H 1.490 -0.315 2.514 0.296
H -1.919 0.866 -2.600 0.541
H -3.066 1.424 -0.431 0.416
H -0.529 -0.091 -2.530 0.287
H 2.105 -1.813 2.288 0.375
H 4.608 0.965 0.028 0.399
H -3.766 -0.720 -0.801 0.520
```

Charge   +1
Energy relative to the best compared isomer or geometry (same formula, charge and spin)   621.3 kJ/mol
Highest occupied orbital energy   -11.23 eV
Kohn-Sham gap   0.2785 Ha
F_max   4.88 eV/A

Entry 2:
# C13H17N2O4S

3 unconnected molecules or ions with the total composition C13H17N2O4S at a distorted geometry (ωB97M-V/def2-TZVPD, the OMol25 dataset).

Structure (XYZ):
```
37
Properties=species:S:1:pos:R:3:mulliken_charge:R:1
S -1.243 -1.844 -1.950 1.386
O 0.169 -2.016 -2.325 -0.715
O -1.609 -2.880 -0.922 -0.734
O -1.437 -0.488 -1.391 -0.754
O -1.068 -0.861 -5.863 -0.524
N 1.497 3.707 4.531 -0.604
N 1.138 -1.563 3.938 -0.647
C 0.311 3.184 2.508 -0.360
C -2.381 -1.945 -3.365 -0.865
C 2.035 4.751 3.897 -0.193
C 1.762 5.078 2.579 -0.321
C 0.288 -2.326 3.241 -0.362
C 0.881 4.274 1.873 -0.276
C -1.857 -2.789 -4.560 -0.631
C 1.393 -0.198 1.978 -0.569
C 0.650 2.946 3.832 -0.253
C -0.056 -2.094 1.919 -0.104
C 0.510 -1.006 1.277 -0.012
C -0.675 -2.146 -5.319 -0.353
C 1.673 -0.520 3.298 -0.290
H -0.426 -0.724 -6.573 0.289
H -1.654 -3.848 -4.294 0.304
H -0.133 -3.165 3.787 0.340
H 2.360 0.081 3.886 0.437
H -0.496 -2.799 -6.212 0.325
H 0.641 4.494 0.840 0.390
H -0.749 -2.745 1.400 0.440
H -3.294 -2.457 -2.990 0.331
H 0.265 -0.790 0.244 0.208
H -2.715 -0.951 -3.711 0.371
H 2.721 5.349 4.489 0.353
H -2.697 -2.840 -5.294 0.368
H 1.855 0.662 1.510 0.459
H 0.265 -2.106 -4.740 0.307
H -0.379 2.532 1.990 0.446
H 2.226 5.940 2.117 0.345
H 0.228 2.106 4.374 0.469
```

Charge   -1
Energy relative to the best compared isomer or geometry (same formula, charge and spin)   0.0 kJ/mol
Highest occupied orbital energy   -5.05 eV
Kohn-Sham gap   0.2888 Ha
F_max   4.01 eV/A

Entry 3:
# C13H17N3O3Zr

A molecular structure, C13H17N3O3Zr at a distorted geometry (ωB97M-V/def2-TZVPD, the OMol25 dataset).

Structure (XYZ):
```
37
Properties=species:S:1:pos:R:3:mulliken_charge:R:1
Zr 1.022 -0.198 0.304 1.990
O 0.209 3.196 2.442 -0.335
O 1.055 1.076 1.651 -0.727
O 0.403 1.555 3.895 -0.322
N -0.219 1.260 -1.021 -0.412
N -1.152 -1.047 -0.031 -0.055
N 0.500 2.101 2.835 1.004
C -2.342 1.911 -1.952 -0.682
C -3.741 -2.042 -0.527 -0.424
C -0.549 3.514 -1.801 -0.763
C -1.869 3.207 -2.164 -0.441
C -2.011 -0.368 -0.860 0.600
C 0.255 2.521 -1.236 0.040
C -2.879 -2.686 0.353 -0.967
C -1.527 0.948 -1.325 0.723
C -1.596 -2.189 0.545 -0.010
C -3.299 -0.870 -1.129 -0.731
C 3.609 -0.102 0.151 -0.614
C 3.878 -1.612 0.059 -0.949
C 1.229 -1.960 1.628 -1.626
H 1.233 -2.795 0.903 0.535
H 1.305 2.705 -0.934 0.390
H -0.141 4.523 -1.898 0.407
H 3.865 -2.095 1.038 0.317
H 3.155 -2.162 -0.559 0.393
H -0.912 -2.734 1.193 0.446
H -2.513 3.996 -2.569 0.455
H 2.171 -2.030 2.197 0.367
H 4.861 -1.828 -0.379 0.352
H 4.490 0.388 0.577 0.434
H -4.731 -2.433 -0.733 0.471
H 3.446 0.384 -0.826 0.296
H -3.180 -3.591 0.871 0.422
H -3.372 1.646 -2.166 0.311
H -3.911 -0.283 -1.805 0.384
H 2.876 0.209 0.952 0.299
H 0.382 -2.114 2.320 0.421
```

Charge   +2
Highest occupied orbital energy   -15.98 eV
Kohn-Sham gap   0.2875 Ha
F_max   3.32 eV/A